A structure of composition C24H44N2OP2RuSi at a distorted geometry, computed with the ωB97M-V functional and the def2-TZVPD basis.

CARTESIAN COORDINATES (ANGSTROEM)
Ru1 -0.233 0.033 -0.250
P1 1.804 -0.968 -1.015
P2 -2.465 -0.951 -0.716
N1 -0.611 1.176 -1.625
H1 1.243 0.518 -0.232
C1 1.504 -2.381 -2.088
H2 2.403 -3.018 -2.122
H3 1.288 -2.021 -3.104
H4 0.656 -2.966 -1.703
C2 2.934 -1.505 0.313
H5 3.840 -1.947 -0.129
H6 2.440 -2.255 0.945
H7 3.218 -0.649 0.944
C3 2.851 0.221 -1.950
H8 3.820 -0.223 -2.198
H9 3.024 1.112 -1.335
H10 2.344 0.532 -2.871
C4 -2.820 -2.477 -1.659
H11 -3.860 -2.456 -2.018
H12 -2.646 -3.354 -1.022
H13 -2.142 -2.536 -2.518
C5 -3.561 -1.166 0.736
H14 -4.600 -1.295 0.394
H15 -3.504 -0.296 1.400
H16 -3.262 -2.066 1.288
C6 -3.387 0.266 -1.731
H17 -4.454 0.021 -1.721
H18 -3.017 0.223 -2.762
H19 -3.232 1.276 -1.342
C7 -0.379 1.620 -2.859
C8 -0.196 1.166 -5.251
C9 -0.359 0.702 -3.955
C10 -0.108 3.004 -3.125
C11 0.042 3.437 -4.429
C12 -0.011 2.527 -5.493
H20 -0.224 0.453 -6.075
H21 -0.488 -0.361 -3.729
H22 -0.036 3.672 -2.264
H23 0.195 4.499 -4.632
H24 0.089 2.883 -6.519
C13 -0.454 -4.042 1.019
O1 -0.982 -4.168 -0.093
C14 0.969 -4.468 1.232
H25 1.437 -3.944 2.068
H26 1.550 -4.293 0.319
H27 0.978 -5.557 1.433
C15 -1.215 -3.525 2.209
H28 -2.228 -3.945 2.188
H29 -1.260 -2.431 2.161
H30 -0.702 -3.799 3.140
C16 -1.915 0.973 3.467
Si1 -1.062 2.008 2.171
C17 -2.188 2.529 0.774
C18 -0.286 3.526 2.948
N2 0.228 1.007 1.471
C19 1.513 1.100 2.040
C20 2.488 1.952 1.454
C21 3.756 2.067 2.023
C22 4.073 1.345 3.177
C23 3.124 0.493 3.769
C24 1.849 0.370 3.215
H31 -2.745 1.555 3.898
H32 -1.219 0.722 4.280
H33 -2.310 0.032 3.065
H34 -2.445 3.591 0.925
H35 -1.702 2.444 -0.214
H36 -3.126 1.959 0.759
H37 0.409 3.265 3.755
H38 0.269 4.120 2.207
H39 -1.080 4.156 3.371
H40 2.181 2.568 0.603
H41 4.487 2.758 1.582
H42 5.057 1.485 3.656
H43 3.368 -0.050 4.682
H44 1.084 -0.254 3.669

Forces on atoms 1 to 2 (eV/Å):
Ru 0.527 -2.000 1.259
P -0.537 0.543 0.133

spin multiplicity = 5
orbital gap (spin up / spin down) = 6.07 / 7.03 eV
energy relative to the best compared isomer or geometry (same formula, charge and spin) = 18.6 kcal per mole

Here are the Mulliken charges for atoms 1 to 5, given in e:
1. Ru -1.533
2. P 1.252
3. P 1.355
4. N 0.289
5. H 0.739


The molecule C27H39ClN4O2 at a distorted geometry, computed with the ωB97M-V functional and the def2-TZVPD basis.

CARTESIAN COORDINATES (ANGSTROEM)
C1 3.929 0.231 -2.640
C2 3.211 0.742 -1.447
O1 2.470 1.872 -1.575
C3 1.972 2.117 -0.344
C4 1.166 3.293 -0.102
C5 0.782 4.121 -1.157
C6 0.033 5.254 -0.906
C7 -0.342 5.578 0.388
C8 0.047 4.750 1.431
Cl1 -0.408 5.164 3.047
C9 0.797 3.612 1.204
N1 2.338 1.227 0.533
C10 3.130 0.340 -0.139
C11 3.753 -0.826 0.568
N2 3.092 -2.107 0.398
C12 1.691 -2.080 0.771
C13 1.183 -3.514 0.885
C14 1.321 -4.242 -0.459
C15 0.357 -3.668 -1.500
O2 0.698 -3.072 -2.499
N3 -0.943 -3.929 -1.221
C16 -2.021 -3.305 -1.959
C17 -2.241 -1.848 -1.540
C18 -2.573 -1.712 -0.052
N4 -2.477 -0.330 0.374
C19 -2.109 -0.176 1.767
C20 -1.746 1.280 2.056
C21 -1.339 1.452 3.516
C22 -2.929 2.179 1.704
C23 -3.414 1.929 0.274
C24 -2.419 2.428 -0.770
C25 -3.674 0.433 0.082
C26 2.775 -4.138 -0.919
C27 3.251 -2.687 -0.924
H1 3.258 -0.347 -3.277
H2 4.310 1.068 -3.222
H3 4.753 -0.406 -2.333
H4 1.073 3.867 -2.164
H5 -0.265 5.895 -1.722
H6 -0.926 6.463 0.589
H7 1.110 2.972 2.012
H8 4.790 -0.942 0.239
H9 3.748 -0.595 1.637
H10 1.602 -1.573 1.735
H11 1.077 -1.527 0.039
H12 1.788 -4.038 1.627
H13 0.147 -3.511 1.232
H14 1.058 -5.299 -0.326
H15 -1.174 -4.376 -0.350
H16 -1.750 -3.333 -3.017
H17 -2.928 -3.894 -1.804
H18 -3.038 -1.426 -2.152
H19 -1.328 -1.285 -1.738
H20 -1.835 -2.280 0.519
H21 -3.568 -2.146 0.157
H22 -1.239 -0.807 1.969
H23 -2.928 -0.492 2.442
H24 -0.897 1.545 1.420
H25 -2.148 1.146 4.177
H26 -1.104 2.493 3.723
H27 -0.463 0.848 3.741
H28 -2.648 3.227 1.823
H29 -3.749 1.971 2.398
H30 -4.362 2.461 0.131
H31 -2.853 2.363 -1.765
H32 -1.519 1.821 -0.750
H33 -2.149 3.464 -0.578
H34 -3.963 0.247 -0.954
H35 -4.513 0.118 0.733
H36 2.874 -4.545 -1.927
H37 3.402 -4.719 -0.241
H38 4.312 -2.661 -1.185
H39 2.685 -2.134 -1.686

Forces on atoms 1 to 2 (eV/Å):
C -0.287 0.210 0.001
C 0.356 -0.677 0.764

spin multiplicity = 1
orbital gap = 8.61 eV
energy relative to the best compared isomer or geometry (same formula, charge and spin) = 0.0 kcal per mole

Here are the natural (NBO) charges for atoms 1 to 5, given in e:
1. C -0.662
2. C 0.275
3. O -0.407
4. C 0.451
5. C -0.019